(1)
C31H33F6I2N2O21P | ωB97M-V with the def2-TZVPD basis set

Geometry as XYZ:
```
96
Properties=species:S:1:pos:R:3:forces:R:3:lowdin_charge:R:1
C -3.0344 3.6370 2.3433 -0.303 -0.042 -0.334 -0.12
N -1.7754 3.1075 1.7672 0.134 0.045 1.105 -0.11
C -0.9595 2.3706 2.7379 0.176 -0.493 -0.424 -0.21
C -1.3914 0.8822 2.9673 -0.274 -1.065 0.679 -0.12
C -1.4838 -0.0649 1.8452 -0.471 -1.136 1.851 0.02
C -1.8533 -1.4772 2.0679 0.508 0.916 2.398 -0.23
P -1.9966 -2.6958 0.6807 -2.360 1.759 -2.099 0.75
O -2.9758 -2.1251 -0.3301 1.189 -0.453 0.886 -0.49
C -2.1141 -1.8698 3.4424 0.145 1.835 0.609 -0.06
C -2.0526 -0.9083 4.5627 -0.117 0.287 -1.939 -0.07
C -1.6876 0.4804 4.3604 -0.491 -2.201 -2.116 0.04
C -2.4465 -1.7078 5.8450 1.104 1.362 -1.918 -0.39
O -2.9286 -1.3034 6.8566 0.450 -0.516 -0.077 0.15
N -2.1370 -3.0646 5.4683 -0.710 -1.680 0.734 -0.05
C -0.8927 -3.6730 5.9713 -0.131 0.839 0.761 -0.67
I -0.9351 -5.8412 5.5813 -0.182 0.591 0.082 0.90
C 0.4382 -2.9895 5.4584 0.773 -2.276 0.256 -0.70
C 1.6425 -4.0119 5.7189 0.459 1.870 -0.022 -0.29
I 0.9752 -1.2177 6.6421 -0.562 -0.435 -0.447 0.87
C -2.4959 -3.2423 4.0903 0.992 2.501 -1.483 -0.40
O -3.0105 -4.1548 3.5132 0.413 -0.183 0.897 0.08
H -3.1198 4.7258 2.0883 -0.188 -0.978 0.168 0.08
H -3.9006 3.0700 1.9288 0.518 0.723 0.490 0.06
H -3.0656 3.5523 3.4601 0.207 -0.032 -0.909 0.08
H -1.9238 2.5929 0.9021 0.081 0.167 0.316 0.08
H 0.1187 2.3988 2.4155 -0.924 -0.169 0.264 0.12
H -1.0278 2.9087 3.7137 0.154 -0.458 -0.741 0.11
H -1.2851 0.2269 0.7907 -0.081 0.100 1.046 0.10
H -0.7385 -2.8887 0.0151 -0.120 -0.146 0.956 0.01
H -2.5168 -3.9482 1.0994 0.918 0.309 0.517 0.03
H -1.6402 1.1788 5.2215 0.015 -0.485 -0.869 0.12
H -0.9247 -3.5979 7.0933 0.094 -0.183 -1.140 0.09
H 0.4325 -2.7162 4.3772 -0.263 0.027 0.957 0.09
H 1.8031 -4.7157 4.8690 -0.442 0.356 0.830 0.06
H 1.5483 -4.4990 6.7187 -0.069 0.185 -0.956 0.06
H 2.5672 -3.3824 5.7717 -0.945 -0.770 -0.123 0.01
C 6.1759 -6.2041 7.3951 0.705 -0.344 -0.047 -0.06
C 4.7307 -6.4094 7.7432 -0.178 0.141 0.608 -0.32
O 4.1155 -5.2356 7.2478 0.377 -0.350 -0.443 0.12
C 4.8792 -4.8323 6.1910 0.044 0.647 -0.595 -0.53
O 4.5280 -4.0461 5.3726 0.552 -0.273 0.242 0.16
O 6.0914 -5.4501 6.1882 -0.527 0.053 0.149 0.08
F 4.5520 -6.4609 9.0848 -0.125 -0.086 0.001 0.08
H 6.7102 -5.6229 8.1501 -0.226 -0.016 0.098 0.15
H 6.7047 -7.1427 7.2354 -0.015 0.114 -0.210 0.14
H 4.2748 -7.2867 7.2777 -0.064 0.005 0.156 0.18
C 1.0784 -0.1190 -3.1659 0.005 -0.388 -0.857 -0.06
C 1.1283 -0.8103 -1.8379 0.511 -0.166 0.165 -0.30
O 0.8756 0.2446 -0.9242 -0.536 -0.001 -0.380 0.13
C 0.0993 1.1406 -1.5990 -0.384 0.558 0.015 -0.55
O -0.5224 2.0129 -1.0794 0.252 -0.176 -0.050 0.16
O 0.1195 0.9122 -2.9369 0.073 -0.002 0.610 0.08
F 2.3626 -1.3119 -1.5911 -0.023 -0.084 0.122 0.08
H 2.0308 0.3293 -3.4407 0.030 -0.199 0.245 0.12
H 0.7596 -0.7815 -3.9674 -0.183 0.136 0.091 0.12
H 0.3798 -1.5963 -1.7100 0.114 -0.029 0.057 0.16
C 2.4053 4.1600 -2.5352 -0.038 0.003 0.791 -0.04
C 3.0850 3.5316 -3.7171 -0.206 -0.323 -0.125 -0.30
O 2.4996 4.2029 -4.8170 0.252 0.322 0.788 0.09
C 2.1601 5.4452 -4.3514 -0.474 0.918 -0.153 -0.53
O 1.8947 6.3664 -5.0496 0.072 -0.336 0.063 0.19
O 2.1736 5.4898 -2.9939 0.160 -0.284 -0.563 0.09
F 2.7887 2.2082 -3.8087 0.225 0.089 -0.156 0.06
H 1.4495 3.6849 -2.2982 0.053 -0.107 -0.169 0.14
H 3.0299 4.1559 -1.6429 -0.028 0.224 -0.071 0.15
H 4.1691 3.6678 -3.7384 -0.019 -0.206 -0.067 0.18
C -7.4772 1.1588 0.7756 0.082 -0.723 0.366 -0.06
C -7.9830 1.8210 -0.4726 -0.551 0.260 0.021 -0.32
O -7.4417 3.1253 -0.3823 0.424 -0.528 0.037 0.14
C -6.2819 2.9977 0.3256 0.602 0.561 0.192 -0.53
O -5.4298 3.8232 0.3717 -0.418 -0.170 -0.111 0.17
O -6.2192 1.7995 0.9678 -0.190 0.351 -0.344 0.07
F -9.3356 1.9101 -0.4670 -0.042 -0.001 -0.148 0.07
H -8.1179 1.3489 1.6398 -0.122 0.123 -0.179 0.15
H -7.3559 0.0827 0.6584 0.231 0.097 0.019 0.14
H -7.6494 1.3491 -1.4000 -0.162 0.033 -0.021 0.18
C 3.6064 3.2338 -7.3130 -0.660 0.250 0.195 -0.07
C 4.9552 3.7206 -7.7520 0.433 -0.267 0.238 -0.31
O 5.3187 2.7916 -8.7543 -0.534 0.337 -0.066 0.14
C 4.1447 2.3579 -9.3022 -0.257 -0.552 -0.639 -0.54
O 4.0622 1.7819 -10.3368 0.052 0.095 0.296 0.18
O 3.0811 2.6758 -8.5155 0.627 0.024 -0.200 0.07
F 5.8575 3.6439 -6.7396 0.113 0.120 0.020 0.07
H 3.6688 2.4554 -6.5483 0.205 0.038 -0.040 0.14
H 2.9753 4.0360 -6.9452 -0.093 -0.124 -0.283 0.13
H 4.9563 4.7303 -8.1696 0.150 -0.001 0.120 0.18
C -1.5404 0.7025 -7.1153 -0.595 0.424 -0.295 -0.06
C -0.1714 0.1508 -7.3841 0.535 0.431 0.088 -0.31
O 0.0608 -0.6863 -6.2649 -0.589 -0.094 -0.380 0.11
C -1.1740 -1.1167 -5.8655 -0.471 -0.538 0.576 -0.55
O -1.3532 -2.0330 -5.1318 0.181 0.292 -0.073 0.18
O -2.1665 -0.3704 -6.4163 0.556 -0.226 0.045 0.08
F 0.7599 1.1341 -7.3902 0.109 -0.078 -0.051 0.08
H -1.5173 1.5883 -6.4761 0.236 -0.054 -0.017 0.15
H -2.0804 0.9435 -8.0299 -0.103 -0.186 0.102 0.14
H -0.0936 -0.4357 -8.3026 0.155 0.089 0.013 0.18
```
Positions in Å, forces in eV/Å.

Calculated values
**E**: -4426.55780 a.u.
**HOMO energy**: -8.379 eV
**Orbital gap**: 7.86 eV
**Largest force on an atom**: 3.62 eV Å⁻¹
**SMILES string**: CNCc1cc([PH2]=O)c2c(c1)C(=O)N([C@@H](I)[C@H](C)I)C2=O.O=C1OC[C@@H](F)O1.O=C1OC[C@@H](F)O1.O=C1OC[C@@H](F)O1.O=C1OC[C@@H](F)O1.O=C1OC[C@@H](F)O1.O=C1OC[C@@H](F)O1

***

(2)
C3H9N2 | ωB97M-V with the def2-TZVPD basis set

Geometry as XYZ:
```
14
Properties=species:S:1:pos:R:3:forces:R:3:mulliken_spin:R:1
C -1.3352 0.3176 0.4774 1.492 0.220 2.680 1.31
C 1.2190 -1.1086 0.2480 2.207 -4.591 -0.668 0.01
C 0.7984 0.0352 -0.4552 0.680 2.652 -2.435 0.14
N -2.4517 0.3653 -0.1508 -5.482 0.106 -4.550 0.20
N 1.5526 1.1350 -0.2444 -3.261 -2.239 -1.505 0.18
H -1.3098 -0.1625 1.4702 0.799 0.340 -0.539 0.06
H 2.3030 -0.9495 0.6410 -2.052 -0.689 -0.361 0.01
H 0.4797 -1.3426 0.9724 -0.007 -0.277 1.291 0.02
H 1.1540 -2.1248 -0.4174 0.482 2.546 1.303 0.01
H 0.3066 0.0621 -1.4563 -0.006 -0.274 1.027 0.02
H -3.4355 0.0735 0.2224 2.760 0.303 -0.392 0.04
H -2.5885 0.6001 -1.2061 0.757 -0.241 2.698 0.01
H 1.1951 1.9554 -0.6394 0.075 1.694 -0.549 -0.01
H 2.1121 1.1440 0.5383 1.557 0.449 2.000 0.00
```
Positions in Å, forces in eV/Å.

Calculated values
**E**: -228.75888 a.u.
**Multiplicity**: 3
**HOMO energy (alpha / beta)**: -10.703 / -16.464 eV
**Orbital gap (alpha / beta)**: 6.57 / 10.05 eV
**Largest force on an atom**: 7.13 eV Å⁻¹
**Charge**: +1

***

(3)
C51H50N7O5P2SY | ωB97M-V with the def2-TZVPD basis set

Geometry as XYZ:
```
117
Properties=species:S:1:pos:R:3:forces:R:3:lowdin_charge:R:1
Y -0.2677 -1.7337 0.3527 0.837 0.723 0.473 1.21
C 6.2529 -4.4389 -1.7411 -0.047 0.045 -0.023 -0.06
C 5.0329 -3.6543 -1.3246 0.012 0.111 -0.077 -0.27
C 4.5634 -2.5776 -2.0812 0.049 -0.093 -0.074 0.02
C 3.4153 -1.8577 -1.7390 -0.023 0.116 -0.256 -0.18
C 2.9025 -0.7843 -2.5375 0.313 -0.136 -0.204 -0.09
N 3.7544 0.1220 -3.1517 -0.169 -0.189 -0.018 0.00
C 4.8796 0.6465 -2.3800 0.069 -0.021 0.017 -0.19
C 4.5944 0.7666 -0.8805 0.087 0.118 0.085 -0.15
C 3.2629 1.4447 -0.6112 -0.031 0.041 0.382 -0.18
N 2.8267 1.3303 0.7912 -0.187 0.065 -0.263 0.06
C 2.5427 2.4280 1.4911 0.029 0.101 0.065 -0.05
C 1.8099 2.5982 2.6654 0.010 -0.003 0.019 -0.13
C 1.6215 3.9221 3.1902 0.001 0.075 -0.021 0.01
C 0.8356 4.2437 4.2903 0.032 -0.027 -0.069 -0.28
C 0.6969 5.6822 4.7199 0.003 -0.040 0.005 -0.05
C 0.1640 3.2461 4.9886 0.011 -0.130 -0.042 0.02
C 0.3361 1.9187 4.5224 -0.143 0.224 0.214 -0.12
C -0.1768 0.6748 4.9085 -0.189 0.173 0.331 0.08
N 0.3070 -0.2552 4.1303 -0.025 -0.544 -0.295 -0.05
C -0.0326 -1.6737 4.0208 0.234 -0.033 0.314 -0.10
C 1.1142 -2.6422 4.3178 0.013 0.123 -0.005 -0.13
C 1.1185 -3.7483 3.2648 0.010 -0.003 -0.055 -0.23
N 1.4766 -3.1857 1.9647 -0.160 -0.048 0.129 0.00
C 2.5218 -3.6922 1.4279 0.109 0.169 -0.069 -0.08
C 3.1751 -3.2742 0.2000 -0.034 -0.301 0.269 -0.13
C 4.3085 -4.0031 -0.2035 -0.083 -0.070 0.054 -0.01
C 2.7525 -2.1574 -0.5228 -0.263 0.345 0.269 -0.32
O 1.8245 -1.3324 -0.0555 0.357 -0.027 -0.181 -0.28
C 1.1228 1.6188 3.4250 0.264 0.043 -0.268 -0.12
O 1.1245 0.2824 3.1841 0.080 0.015 -0.015 0.13
H 6.7885 -3.9296 -2.5425 -0.005 -0.001 0.004 0.07
H 5.9832 -5.4330 -2.1044 -0.022 0.023 0.002 0.08
H 6.9453 -4.5716 -0.9077 -0.020 0.009 0.000 0.07
H 5.0672 -2.3163 -3.0076 0.005 -0.014 0.040 0.12
H 1.8385 -0.6579 -2.6575 0.000 0.025 0.065 0.09
H 3.2935 0.8107 -3.7257 -0.087 -0.050 0.047 0.09
H 5.1361 1.6256 -2.7901 -0.010 -0.013 -0.063 0.12
H 5.7549 0.0057 -2.5100 0.059 0.026 -0.003 0.10
H 5.4015 1.3445 -0.4192 -0.003 -0.054 0.008 0.12
H 4.6065 -0.2250 -0.4254 -0.043 0.107 0.041 0.11
H 2.4782 0.9952 -1.2157 0.028 -0.006 -0.010 0.08
H 3.3128 2.5049 -0.8710 -0.003 0.021 0.068 0.12
H 2.3822 0.4404 1.0056 0.095 -0.096 -0.053 0.11
H 2.9530 3.3368 1.0628 -0.037 0.010 0.034 0.13
H 2.1106 4.7263 2.6514 -0.015 -0.001 0.040 0.12
H 1.1879 6.3566 4.0196 0.000 -0.021 0.001 0.07
H 1.1397 5.8369 5.7056 -0.006 -0.004 -0.013 0.08
H -0.3546 5.9665 4.7845 0.011 -0.008 0.001 0.08
H -0.4760 3.4656 5.8318 0.013 -0.020 -0.027 0.12
H -0.8749 0.4109 5.6891 0.035 0.037 -0.076 0.17
H -0.4073 -1.8948 3.0308 -0.209 0.320 -0.105 0.05
H -0.8746 -1.7894 4.7002 -0.003 -0.085 0.048 0.15
H 1.0096 -3.0691 5.3160 0.004 0.013 0.006 0.11
H 2.0678 -2.1116 4.2832 0.012 -0.012 -0.012 0.12
H 0.1235 -4.1923 3.1968 -0.020 0.000 -0.003 0.10
H 1.8170 -4.5328 3.5693 0.027 -0.035 -0.021 0.11
H 3.0096 -4.5351 1.9320 0.069 0.029 0.004 0.12
H 4.6120 -4.8604 0.3924 -0.004 0.047 -0.023 0.12
N -2.1095 0.2156 -1.7852 -0.219 0.156 0.211 -0.40
P -2.8070 -1.1440 -1.0096 -0.088 0.537 -0.269 0.95
C -3.7609 -1.8171 -2.4211 0.004 -0.171 0.106 -0.33
C -4.9395 -2.5316 -2.1995 0.021 0.026 0.006 -0.08
C -5.6454 -3.0713 -3.2630 0.033 -0.001 -0.024 -0.08
C -5.1828 -2.9089 -4.5630 -0.018 0.007 0.038 -0.09
C -4.0045 -2.2159 -4.7914 0.030 0.004 0.063 -0.08
C -3.2926 -1.6792 -3.7256 0.002 -0.055 -0.023 -0.09
C -4.1560 -0.4929 0.0390 -0.078 -0.022 -0.083 -0.37
C -4.6301 -1.3077 1.0650 -0.077 -0.028 0.010 -0.13
C -5.6664 -0.8789 1.8861 0.062 0.011 -0.056 -0.07
C -6.2196 0.3797 1.7006 0.024 0.006 -0.015 -0.08
C -5.7443 1.2032 0.6879 0.017 -0.051 0.015 -0.07
C -4.7248 0.7640 -0.1437 0.032 0.070 0.057 -0.07
P -0.7219 1.0166 -1.1530 -0.399 -0.072 -0.675 1.00
C -1.4490 2.6170 -0.6344 0.246 0.010 0.083 -0.36
C -1.2594 3.0677 0.6645 0.011 -0.051 0.120 -0.09
C -1.8193 4.2705 1.0866 -0.014 -0.038 -0.018 -0.06
C -2.5777 5.0248 0.2081 -0.006 -0.049 -0.071 -0.08
C -2.7754 4.5806 -1.0996 0.030 -0.009 0.083 -0.08
C -2.2093 3.3884 -1.5174 0.020 0.077 -0.033 -0.11
C 0.0801 1.5285 -2.7338 -0.046 0.049 0.072 -0.36
C 0.7834 2.7299 -2.8270 -0.029 0.052 0.044 -0.11
C 1.4485 3.0751 -3.9954 0.010 -0.066 -0.040 -0.09
C 1.4197 2.2194 -5.0925 -0.010 0.040 0.051 -0.10
C 0.7322 1.0157 -5.0068 0.005 0.006 0.043 -0.08
C 0.0721 0.6723 -3.8333 0.009 -0.005 -0.016 -0.11
H -2.7659 0.8137 -2.2799 0.076 -0.046 -0.165 0.06
H -5.3167 -2.6625 -1.1922 0.005 0.022 -0.020 0.10
H -6.5596 -3.6203 -3.0755 0.013 0.011 -0.004 0.10
H -5.7380 -3.3263 -5.3933 0.009 -0.005 0.010 0.10
H -3.6285 -2.0984 -5.8001 -0.002 0.000 0.018 0.10
H -2.3646 -1.1574 -3.9109 -0.012 0.014 -0.004 0.07
H -4.1782 -2.2807 1.2299 -0.003 0.008 0.001 0.09
H -6.0293 -1.5233 2.6772 0.008 0.006 -0.009 0.11
H -7.0133 0.7248 2.3508 -0.001 -0.006 -0.006 0.10
H -6.1660 2.1905 0.5470 0.007 -0.007 0.003 0.10
H -4.3610 1.4277 -0.9198 0.004 -0.018 0.007 0.09
H -0.7141 2.4530 1.3693 -0.030 0.031 -0.042 0.08
H -1.6774 4.5955 2.1105 0.006 -0.021 -0.029 0.10
H -3.0229 5.9567 0.5350 0.007 -0.015 -0.013 0.10
H -3.3636 5.1700 -1.7919 0.003 -0.001 0.012 0.10
H -2.3417 3.0746 -2.5487 0.007 -0.027 0.015 0.11
H 0.7900 3.4170 -1.9866 0.006 -0.025 -0.012 0.11
H 1.9804 4.0172 -4.0557 -0.020 -0.017 0.003 0.10
H 1.9267 2.4925 -6.0098 -0.002 -0.007 0.021 0.10
H 0.7144 0.3372 -5.8510 0.000 0.010 0.026 0.11
H -0.4346 -0.2816 -3.7586 -0.002 -0.009 0.000 0.08
O -2.3969 1.2159 2.9769 0.048 0.031 0.068 0.01
C -2.1297 0.1330 2.4866 0.253 -0.062 -0.184 -0.54
O -1.2587 -0.0916 1.5525 -0.108 0.056 0.346 -0.30
H -2.6160 -0.7776 2.8807 -0.141 -0.098 -0.043 0.12
O -2.8450 -5.1031 1.8161 0.010 0.045 0.010 0.07
C -2.1478 -4.1754 1.5913 0.159 0.240 -0.025 -0.50
N -1.4464 -3.2245 1.3864 -0.940 -1.187 0.666 -0.05
S 0.4701 -4.8832 -3.1334 -0.098 0.223 0.099 0.53
C 0.0820 -3.5649 -2.2918 0.156 -0.159 -0.210 -0.96
N -0.1799 -2.5918 -1.6743 -0.028 -0.492 -0.911 -0.10
```
Positions in Å, forces in eV/Å.

Calculated values
**E**: -3852.29594 a.u.
**HOMO energy (alpha / beta)**: -6.520 / -5.626 eV
**Orbital gap (alpha / beta)**: 5.72 / 4.83 eV
**Largest force on an atom**: 1.65 eV Å⁻¹